{"formula": "C4H9N2O", "method": "wB97M-V/def2-TZVPD", "symbols": ["O", "N", "N", "C", "C", "C", "C", "H", "H", "H", "H", "H", "H", "H", "H", "H"], "xyz": [[0.842, -1.784, 0.741], [0.757, 0.103, -0.405], [-1.974, 0.093, -0.609], [0.140, -0.916, 0.085], [-2.579, 0.845, 0.221], [2.198, 0.222, -0.589], [-1.379, -1.106, -0.089], [-3.146, 1.752, -0.078], [0.865, -2.686, 1.062], [2.560, 0.377, 0.434], [-1.355, -1.876, -0.825], [2.760, -0.701, -0.890], [-2.645, 0.568, 1.259], [2.433, 1.067, -1.219], [-1.829, -1.536, 0.789], [0.290, 0.688, -1.086]], "nbo_charge": [-0.674, -0.489, -0.435, 0.740, 0.014, -0.447, -0.320, 0.213, 0.584, 0.236, 0.249, 0.243, 0.153, 0.246, 0.231, 0.457], "smiles": "C=NC/C(O)=[NH+]/C", "e_above_lowest_ev": 2.509, "lumo_ev": -3.62, "total_charge": 1, "homo_energy_ev": -14.32, "e_tot_ha": -342.2651, "homo_lumo_gap_ha": 0.3932}

=====

{"formula": "C14H19ClN3O2PPd", "method": "wB97M-V/def2-TZVPD", "symbols": ["Pd", "Cl", "P", "O", "O", "N", "N", "N", "C", "C", "C", "C", "C", "C", "C", "C", "C", "C", "C", "C", "C", "C", "H", "H", "H", "H", "H", "H", "H", "H", "H", "H", "H", "H", "H", "H", "H", "H", "H", "H", "H"], "xyz": [[-0.919, -1.742, 0.959], [0.615, -3.847, 2.732], [-0.276, 0.775, -0.283], [-3.280, -0.042, 1.983], [1.690, -1.270, 2.538], [2.306, 1.966, -0.351], [0.716, 2.948, 1.236], [0.460, 3.326, -1.181], [1.862, 2.951, -1.360], [-0.502, 2.262, -1.518], [-0.015, -2.270, -1.631], [2.110, 2.485, 1.026], [-2.508, -0.601, 1.349], [-1.308, -3.573, -0.186], [-2.178, -2.636, -0.902], [-1.725, -4.695, 0.706], [0.056, -3.268, -0.624], [1.597, 0.691, -0.572], [0.833, -1.657, 1.866], [-0.250, 1.833, 1.269], [0.302, 3.887, 0.160], [-1.375, -1.870, -1.781], [-0.355, 2.001, -2.572], [-1.219, 2.337, 1.408], [2.444, 3.863, -1.218], [0.956, 4.764, 0.194], [-1.739, -1.204, -2.563], [-2.663, -4.390, 1.197], [-3.272, -2.714, -0.852], [-0.907, -4.794, 1.453], [2.004, 2.515, -2.347], [2.118, -0.071, 0.036], [2.822, 3.307, 1.195], [-1.867, -5.661, 0.186], [0.793, -1.974, -2.302], [-0.056, 1.254, 2.177], [-0.746, 4.137, 0.321], [0.898, -3.882, -0.289], [-1.503, 2.713, -1.537], [1.764, 0.476, -1.648], [2.317, 1.670, 1.727]], "nbo_charge": [0.436, -0.114, 0.790, -0.367, -0.408, -0.319, -0.370, -0.073, -0.115, -0.530, -0.161, -0.098, 0.485, 0.032, -0.248, -0.690, -0.233, -0.547, 0.450, -0.560, -0.117, -0.134, 0.263, 0.254, 0.245, 0.246, 0.256, 0.245, 0.281, 0.269, 0.234, 0.268, 0.246, 0.283, 0.258, 0.266, 0.237, 0.286, 0.277, 0.241, 0.237], "e_above_lowest_ev": 0.984, "spin_multiplicity": 5, "lumo_ev": [-6.50, -10.39], "total_charge": 2, "homo_energy_ev": [-15.05, -15.46], "e_tot_ha": -1788.2337, "homo_lumo_gap_ha": [0.3142, 0.1866]}

=====

{"formula": "C15H26AuO2PS2", "method": "wB97M-V/def2-TZVPD", "symbols": ["Au", "S", "S", "P", "O", "O", "C", "C", "C", "C", "C", "C", "C", "C", "C", "C", "C", "C", "C", "C", "C", "H", "H", "H", "H", "H", "H", "H", "H", "H", "H", "H", "H", "H", "H", "H", "H", "H", "H", "H", "H", "H", "H", "H", "H", "H", "H"], "xyz": [[0.929, -0.943, -0.334], [-0.956, 0.183, 0.249], [1.800, 1.184, 0.795], [-0.096, 1.647, 1.313], [-0.247, 1.473, 2.824], [-0.625, 3.039, 0.952], [2.425, -2.290, -1.203], [1.903, -2.206, -2.534], [-1.140, 3.347, 4.135], [-0.969, -4.689, -2.309], [-0.924, 3.783, -0.324], [-2.364, 3.534, -0.692], [-1.340, 1.897, 3.781], [1.908, -3.233, -0.270], [0.225, -3.869, -1.946], [2.580, -1.358, -3.563], [2.597, -3.515, 1.037], [-2.695, 1.556, 3.216], [0.789, -3.975, -0.657], [0.807, -2.991, -2.864], [0.073, 3.458, -1.406], [1.096, 3.667, -1.097], [-0.964, -5.648, -1.794], [3.673, -3.375, 0.944], [2.244, -2.853, 1.830], [-2.780, 0.495, 2.980], [0.419, -2.936, -3.874], [-1.880, -4.161, -2.011], [2.357, -0.299, -3.407], [3.395, -1.843, -1.006], [-1.114, 1.265, 4.637], [-2.919, 2.147, 2.324], [0.001, 2.414, -1.719], [3.662, -1.466, -3.493], [-3.448, 1.795, 3.966], [-1.821, 3.594, 4.950], [-1.021, -4.860, -3.382], [2.258, -1.621, -4.567], [2.399, -4.535, 1.360], [-3.031, 3.766, 0.138], [-2.624, 4.184, -1.527], [-2.527, 2.501, -1.001], [-0.124, 3.532, 4.480], [-0.153, 4.082, -2.269], [-0.797, 4.813, 0.003], [-1.363, 4.002, 3.293], [0.382, -4.695, 0.043]], "nbo_charge": [0.959, -0.294, -0.070, 1.823, -0.844, -0.845, -0.478, 0.097, -0.646, -0.666, 0.133, -0.644, 0.137, 0.017, 0.139, -0.658, -0.657, -0.658, -0.218, -0.267, -0.654, 0.232, 0.254, 0.250, 0.241, 0.228, 0.249, 0.260, 0.241, 0.273, 0.224, 0.211, 0.205, 0.252, 0.265, 0.253, 0.252, 0.253, 0.258, 0.237, 0.257, 0.212, 0.239, 0.262, 0.225, 0.220, 0.242], "e_above_lowest_ev": 1.046, "lumo_ev": [-10.50, -10.50], "total_charge": 2, "homo_energy_ev": [-15.79, -15.79], "e_tot_ha": -2010.5275, "homo_lumo_gap_ha": [0.1946, 0.1946]}

=====

{"formula": "CH5P", "method": "wB97M-V/def2-TZVPD", "symbols": ["P", "C", "H", "H", "H", "H", "H"], "xyz": [[1.781, -0.676, -1.153], [-1.241, 0.215, 0.531], [1.134, -0.683, 0.042], [-1.780, -0.328, -0.233], [2.673, 0.431, -1.082], [-1.488, 1.282, 0.390], [-1.080, -0.241, 1.505]], "nbo_charge": [0.101, -0.509, -0.054, 0.164, -0.047, 0.171, 0.175], "e_above_lowest_ev": 3.370, "lumo_ev": [-1.11, -0.11], "total_charge": 0, "homo_energy_ev": [-9.16, -8.88], "e_tot_ha": -382.2896, "homo_lumo_gap_ha": [0.2958, 0.3226]}

=====

What did the first record say?
{"formula": "C4H9N2O", "method": "wB97M-V/def2-TZVPD", "symbols": ["O", "N", "N", "C", "C", "C", "C", "H", "H", "H", "H", "H", "H", "H", "H", "H"], "xyz": [[0.842, -1.784, 0.741], [0.757, 0.103, -0.405], [-1.974, 0.093, -0.609], [0.140, -0.916, 0.085], [-2.579, 0.845, 0.221], [2.198, 0.222, -0.589], [-1.379, -1.106, -0.089], [-3.146, 1.752, -0.078], [0.865, -2.686, 1.062], [2.560, 0.377, 0.434], [-1.355, -1.876, -0.825], [2.760, -0.701, -0.890], [-2.645, 0.568, 1.259], [2.433, 1.067, -1.219], [-1.829, -1.536, 0.789], [0.290, 0.688, -1.086]], "nbo_charge": [-0.674, -0.489, -0.435, 0.740, 0.014, -0.447, -0.320, 0.213, 0.584, 0.236, 0.249, 0.243, 0.153, 0.246, 0.231, 0.457], "smiles": "C=NC/C(O)=[NH+]/C", "e_above_lowest_ev": 2.509, "lumo_ev": -3.62, "total_charge": 1, "homo_energy_ev": -14.32, "e_tot_ha": -342.2651, "homo_lumo_gap_ha": 0.3932}